A structure of composition C25H29N5O3 at a distorted geometry, computed with ωB97M-V/def2-TZVPD.

Values from the calculation:
total energy = -1468.7298 Ha
gap between HOMO and LUMO = 0.311 hartree

```
62
C25H29N5O3 | the OMol25 dataset | ωB97M-V/def2-TZVPD
C -1.987 -1.881 1.803
N -0.977 -2.041 0.615
C -0.100 -2.945 0.392
C 0.474 -2.795 -0.779
C -0.106 -1.725 -1.337
N -1.122 -1.214 -0.300
H 0.020 -1.103 -1.893
C 1.509 -3.527 -1.487
H 1.805 -3.031 -2.378
H 1.233 -4.604 -1.622
C 2.652 -3.444 -0.368
N 3.102 -2.238 -0.142
C 2.898 -1.896 0.992
O 2.273 -2.141 2.051
C 3.403 -0.305 1.078
H 4.435 -0.364 1.309
H 3.141 -0.058 2.228
C 2.850 0.593 0.156
N 2.666 2.094 0.440
C 3.700 2.774 1.029
H 4.306 2.182 1.551
H 3.308 3.771 1.512
C 4.531 3.118 -0.300
N 4.651 1.825 -0.921
C 3.946 0.847 -1.257
O 4.242 -0.262 -1.751
H 5.412 1.588 -1.839
H 4.036 3.895 -1.006
H 5.441 3.378 0.003
C 1.400 2.056 1.383
C 0.131 2.148 0.409
C -1.120 1.663 0.910
C -2.219 1.697 0.295
C -2.229 1.867 -1.094
C -1.030 2.271 -1.641
C 0.203 2.563 -0.852
H 1.131 2.634 -1.512
H -0.963 2.615 -2.427
H -3.130 2.034 -1.644
O -3.532 1.488 1.028
C -4.354 0.643 0.429
C -4.342 -0.194 -0.445
C -5.376 -0.961 -1.231
C -6.625 -0.743 -0.867
C -6.904 0.431 -0.005
C -5.579 0.967 0.637
H -5.810 1.681 1.444
H -7.676 0.470 0.401
H -7.382 -1.022 -1.455
H -5.227 -1.619 -1.951
H -3.160 -0.473 -0.997
H -1.120 1.478 2.033
H 1.492 1.381 1.991
H 1.454 2.981 1.918
H 2.093 0.141 -0.233
H 3.655 -1.687 -0.584
H 2.368 -4.186 0.471
H 3.444 -4.216 -0.781
H -0.139 -3.750 1.133
H -2.281 -0.879 1.998
H -1.449 -2.132 2.570
H -2.822 -2.591 1.725
```

Mulliken atomic charge list, values in e, 2 entries: C -1.155; N 0.093